Density functional theory data (ωB97M-V with the def2-TZVPD basis set) for an isolated molecule of C12H8N6O4 in a non-equilibrium geometry.

ORCA input file:
```
! RIJCOSX wB97M-V def2-TZVPD def2/J DEFGRID3
* xyz 0 1
C 1.532 -0.917 2.756
C 2.471 -0.165 1.915
N 3.246 0.326 1.166
N 0.190 -0.454 2.363
C -0.849 -1.316 2.213
C -2.110 -0.848 1.907
C -2.323 0.543 1.802
C -1.254 1.404 1.886
C 0.030 0.899 2.125
H 1.598 -2.016 2.540
H -0.562 -2.379 2.294
H -2.894 -1.564 1.798
H -3.323 0.920 1.665
H -1.325 2.494 1.795
H 0.922 1.540 2.096
O 1.103 -3.374 3.248
N 0.528 -3.127 4.380
C 0.669 -1.810 4.953
C 1.697 -0.954 4.375
C 1.724 0.231 5.183
N 2.568 1.278 5.062
O 3.529 1.485 4.326
O 2.138 2.286 5.982
N 1.005 1.846 6.671
C 0.782 0.571 6.190
N -0.209 -0.235 6.584
C -0.217 -1.444 5.979
O -0.146 -4.015 4.958
H 2.748 -1.413 4.181
H -0.977 -2.173 6.303
*
```

Properties
LUMO level = -1.87 eV
HOMO-LUMO gap = 6.30 eV
energy above the lowest of the compared OMol25 structures with the same formula, charge and spin = 27.96 kcal/mol
DFT total energy = -29694.26890 eV
HOMO = -0.300 hartree



Density functional theory data (ωB97M-V with the def2-TZVPD basis set) for a structure of composition C31H35AuN5O3S2Si.

ORCA input file:
```
! RIJCOSX wB97M-V def2-TZVPD def2/J DEFGRID3
* xyz -1 1
Au 0.385 1.140 0.614
C 0.518 0.155 2.491
Si 0.074 -1.651 2.445
C 1.014 -2.477 0.982
N 0.865 -1.639 -0.194
C 2.011 -1.500 -1.080
C 1.849 -2.241 -2.419
C 1.093 -3.543 -2.174
C -0.331 -3.227 -1.701
C -0.351 -1.892 -0.926
C 0.594 -2.520 4.067
C -0.323 -3.076 4.955
C 0.065 -3.551 6.195
C 1.391 -3.472 6.587
C 2.322 -2.924 5.719
C 1.923 -2.459 4.480
C -1.792 -1.946 2.227
C -2.364 -3.203 2.052
C -3.720 -3.349 1.808
C -4.537 -2.232 1.735
C -3.988 -0.975 1.924
C -2.633 -0.840 2.166
H 1.541 0.287 2.828
H -0.109 0.727 3.165
H 0.698 -3.513 0.799
H 2.068 -2.522 1.256
H 2.906 -1.869 -0.569
H 2.166 -0.430 -1.282
H 2.832 -2.446 -2.852
H 1.296 -1.620 -3.127
H 1.629 -4.107 -1.404
H 1.068 -4.155 -3.081
H -0.702 -4.039 -1.073
H -1.000 -3.147 -2.559
H -1.188 -1.871 -0.227
H -0.484 -1.061 -1.621
H -1.365 -3.127 4.667
H -0.671 -3.980 6.865
H 1.696 -3.834 7.561
H 3.360 -2.854 6.018
H 2.656 -2.022 3.815
H -1.737 -4.085 2.098
H -4.146 -4.334 1.665
H -5.593 -2.341 1.526
H -4.616 -0.096 1.873
H -2.204 0.142 2.294
O 0.232 4.442 -6.062
S 1.046 3.441 -5.414
O 2.472 3.641 -5.517
N 0.601 3.237 -3.847
C 0.117 2.037 -3.650
S -0.423 1.446 -2.175
C 0.054 1.166 -4.842
C -0.449 -0.123 -4.936
C -0.378 -0.769 -6.159
C 0.150 -0.132 -7.274
C 0.630 1.169 -7.188
C 0.578 1.790 -5.964
H -0.894 -0.592 -4.071
H -0.743 -1.782 -6.254
H 0.182 -0.648 -8.222
H 1.024 1.679 -8.054
C -0.783 6.070 3.381
N -0.244 5.586 2.136
C -0.036 6.393 1.080
C 0.466 5.924 -0.086
C 0.732 4.518 -0.154
N 0.482 3.733 0.878
C -0.027 4.173 2.037
O -0.314 3.490 2.993
N 1.295 3.966 -1.231
H -0.809 7.160 3.388
H -0.164 5.704 4.202
H -1.786 5.661 3.526
H -0.292 7.435 1.218
H 0.654 6.568 -0.928
H 1.204 4.385 -2.150
H 1.257 2.950 -1.253
*
```

Properties
LUMO level = 2.39 eV
HOMO-LUMO gap = 6.48 eV
DFT total energy = -79551.31971 eV
HOMO = -0.150 hartree



Density functional theory data (ωB97M-V with the def2-TZVPD basis set) for a structure of composition C49H35MoN5O9PS5.

ORCA input file:
```
! RIJCOSX wB97M-V def2-TZVPD def2/J DEFGRID3
* xyz -1 3
Mo -0.509 -0.744 1.144
C 0.151 2.747 2.288
C -0.211 1.756 3.327
N -0.484 0.484 3.168
C -0.676 -0.138 4.377
C -0.602 0.663 5.469
S -0.246 2.249 4.964
C -0.881 -1.576 4.349
C -1.016 -2.429 5.396
S -1.167 -4.022 4.804
C -1.050 -3.462 3.188
N -0.901 -2.165 3.109
C -1.155 -4.422 2.055
H -0.515 2.668 1.436
H 1.163 2.527 1.940
H 0.108 3.756 2.699
H -0.714 0.389 6.503
H -1.006 -2.199 6.447
H -0.944 -5.435 2.398
H -0.446 -4.151 1.274
H -2.165 -4.396 1.641
O 2.596 0.756 3.341
C 2.257 -0.028 2.464
O 1.420 0.226 1.522
C 2.868 -1.404 2.402
C 4.111 -1.608 2.940
C 4.733 -2.848 2.802
C 4.134 -3.871 2.101
C 2.876 -3.674 1.559
C 2.155 -2.452 1.739
O 0.938 -2.320 1.381
N 2.341 -4.780 0.766
O 1.353 -4.591 0.079
O 2.955 -5.837 0.773
N 6.051 -3.068 3.380
O 6.564 -2.150 3.996
O 6.573 -4.161 3.230
H 4.593 -0.794 3.462
H 4.636 -4.814 1.964
C -4.544 -2.702 1.476
C -4.687 -3.356 0.253
C -3.664 -3.285 -0.668
C -2.499 -2.562 -0.374
C -2.349 -1.861 0.822
C -3.404 -1.971 1.743
C -1.323 -2.587 -1.248
C -1.289 -3.349 -2.446
C -0.139 -3.431 -3.156
C 1.009 -2.745 -2.705
C 2.224 -2.792 -3.421
C 3.313 -2.094 -2.986
C 3.212 -1.318 -1.817
C 2.047 -1.261 -1.101
C 0.910 -1.980 -1.525
N -0.271 -1.918 -0.814
H -5.334 -2.755 2.216
H -5.585 -3.918 0.030
H -3.772 -3.808 -1.608
H -3.341 -1.457 2.696
H -2.174 -3.875 -2.767
H -0.083 -4.019 -4.065
H 2.265 -3.386 -4.327
H 4.242 -2.119 -3.541
H 4.052 -0.723 -1.482
H 1.995 -0.631 -0.227
O -4.036 7.264 -0.563
C -3.791 6.183 -1.351
O -3.839 6.314 -2.545
C -3.488 4.903 -0.658
C -3.512 3.734 -1.415
C -3.257 2.509 -0.832
C -2.966 2.404 0.532
S -2.809 0.839 1.317
C -2.929 3.583 1.283
C -3.185 4.812 0.700
H -4.058 6.987 0.359
H -3.738 3.807 -2.470
H -3.291 1.607 -1.426
H -2.693 3.521 2.338
H -3.101 5.695 1.326
S 2.931 2.117 -0.545
P 1.232 1.909 -1.488
S -0.452 1.016 -0.664
C 1.468 1.206 -3.164
C 0.529 0.375 -3.762
C 0.727 -0.083 -5.059
C 1.860 0.290 -5.764
C 2.804 1.117 -5.167
C 2.610 1.571 -3.873
C 0.480 3.534 -1.856
C -0.363 3.714 -2.949
C -0.958 4.946 -3.179
C -0.719 6.006 -2.316
C 0.117 5.829 -1.222
C 0.718 4.599 -0.993
H -0.353 0.083 -3.205
H -0.007 -0.739 -5.512
H 2.014 -0.069 -6.774
H 3.695 1.405 -5.710
H 3.349 2.200 -3.391
H -0.561 2.888 -3.623
H -1.626 5.078 -4.020
H -1.197 6.961 -2.494
H 0.307 6.652 -0.545
H 1.390 4.457 -0.156
*
```

Properties
expectation value of S² = 2.032
LUMO level (spin up / spin down) = 1.77 / 1.38 eV
HOMO-LUMO gap (spin up / spin down) = 7.14 / 6.72 eV
energy above the lowest of the compared OMol25 structures with the same formula, charge and spin = 10.63 kcal/mol
DFT total energy = -142582.53531 eV
HOMO (spin up / spin down) = -0.197 / -0.196 hartree



Density functional theory data (ωB97M-V with the def2-TZVPD basis set) for an isolated molecule of C4H11NO2 in a non-equilibrium geometry.

ORCA input file:
```
! RIJCOSX wB97M-V def2-TZVPD def2/J DEFGRID3
* xyz 0 1
C 0.612 -0.380 1.092
O 1.727 -1.219 1.330
C 0.399 -0.272 -0.415
C -0.669 0.791 -0.738
C -0.184 2.213 -0.459
O -1.828 0.437 -0.047
N -0.102 -1.537 -0.979
H 0.668 0.602 1.567
H -0.282 -0.873 1.476
H 1.573 -1.727 2.126
H 1.316 -0.005 -0.925
H -0.688 0.752 -1.839
H -0.870 2.954 -0.829
H 0.805 2.305 -0.904
H -0.004 2.379 0.606
H -2.595 0.938 -0.340
H 0.665 -2.155 -1.223
H -0.528 -2.051 -0.214
*
```

Properties
LUMO level = 0.83 eV
HOMO-LUMO gap = 10.15 eV
energy above the lowest of the compared OMol25 structures with the same formula, charge and spin = 31.08 kcal/mol
DFT total energy = -9910.89426 eV
HOMO = -0.342 hartree



Density functional theory data (ωB97M-V with the def2-TZVPD basis set) for a cluster of 4 separate species, C45H96O14P in total.

ORCA input file:
```
! RIJCOSX wB97M-V def2-TZVPD def2/J DEFGRID3
* xyz -1 1
C -2.038 1.215 5.713
C -2.902 0.370 4.769
C -4.015 1.171 4.145
O -4.806 1.771 4.814
O -4.127 1.137 2.800
C -2.894 1.363 2.081
C -3.159 1.513 0.602
C -1.832 1.485 -0.138
C -1.085 0.165 -0.117
O -0.025 0.326 -0.993
P -0.406 1.480 -2.338
C -0.894 2.613 -3.794
C -1.890 3.760 -3.602
C -1.531 4.795 -2.528
C -2.095 6.171 -2.902
C -2.200 7.188 -1.741
C -3.642 7.604 -1.430
C -3.913 8.018 0.015
C -3.624 6.910 1.033
C -4.483 7.061 2.280
O -4.603 5.902 3.067
C -3.366 5.340 3.448
C 1.261 1.060 -3.120
C 2.206 2.255 -3.269
C 3.613 2.097 -2.643
C 4.163 0.676 -2.708
C 3.670 2.651 -1.200
C 4.578 3.873 -1.054
C 4.273 4.668 0.189
C 4.485 5.978 0.332
C 5.226 6.815 -0.674
C 4.014 6.720 1.557
O -1.955 1.819 -1.482
H -2.532 1.359 6.672
H -1.840 2.199 5.297
H -1.102 0.692 5.900
H -3.370 -0.446 5.319
H -2.244 -0.077 4.031
H -2.237 0.507 2.221
H -2.380 2.246 2.460
H -3.789 0.684 0.267
H -3.699 2.433 0.378
H -1.166 2.233 0.341
H -0.670 -0.065 0.875
H -1.764 -0.661 -0.393
H 0.156 2.568 -1.568
H -1.076 0.368 -2.992
H -1.322 1.930 -4.533
H -0.013 3.062 -4.262
H -2.903 3.393 -3.435
H -1.926 4.308 -4.556
H -0.454 4.833 -2.365
H -1.987 4.476 -1.587
H -1.445 6.594 -3.672
H -3.082 6.007 -3.337
H -1.627 8.077 -2.004
H -1.729 6.743 -0.864
H -3.873 8.468 -2.061
H -4.333 6.813 -1.722
H -4.976 8.258 0.085
H -3.324 8.904 0.256
H -2.566 6.952 1.300
H -3.773 5.927 0.579
H -5.499 7.303 1.970
H -4.103 7.891 2.892
H -2.977 4.686 2.667
H -2.620 6.113 3.654
H -3.535 4.764 4.353
H 1.690 0.240 -2.556
H 1.014 0.663 -4.109
H 1.741 3.121 -2.786
H 2.320 2.537 -4.317
H 4.290 2.724 -3.233
H 3.757 0.067 -1.901
H 3.883 0.181 -3.639
H 5.249 0.655 -2.607
H 4.031 1.864 -0.532
H 2.665 2.896 -0.855
H 4.414 4.527 -1.911
H 5.625 3.554 -1.046
H 3.868 4.132 1.042
H 6.303 6.683 -0.561
H 5.008 7.875 -0.537
H 4.975 6.569 -1.705
H 3.497 6.049 2.236
H 3.338 7.516 1.239
H 4.846 7.208 2.071
C 1.905 -6.520 3.490
O 0.630 -6.002 3.785
C 0.624 -5.202 4.954
C -0.511 -4.203 4.932
O -0.276 -3.076 4.106
C -0.396 -3.267 2.699
C -1.819 -3.409 2.213
O -2.317 -4.712 2.485
C -3.725 -4.747 2.519
H 2.262 -7.188 4.284
H 1.821 -7.086 2.564
H 2.636 -5.715 3.346
H 1.573 -4.661 5.050
H 0.503 -5.854 5.831
H -0.595 -3.795 5.943
H -1.455 -4.693 4.688
H 0.209 -4.110 2.363
H 0.015 -2.358 2.255
H -1.849 -3.234 1.129
H -2.446 -2.655 2.705
H -4.120 -4.062 3.278
H -4.024 -5.764 2.769
H -4.147 -4.479 1.542
C 7.764 -2.842 2.997
O 6.814 -3.214 2.029
C 5.702 -2.332 1.991
C 5.025 -2.355 0.642
O 5.707 -1.623 -0.361
C 6.864 -2.200 -0.936
C 6.574 -3.329 -1.898
O 6.286 -4.532 -1.206
C 5.543 -5.435 -1.990
H 7.345 -2.880 4.010
H 8.591 -3.547 2.931
H 8.146 -1.831 2.809
H 6.023 -1.307 2.212
H 4.975 -2.642 2.755
H 4.066 -1.845 0.752
H 4.825 -3.381 0.324
H 7.582 -2.512 -0.174
H 7.316 -1.392 -1.516
H 7.456 -3.487 -2.537
H 5.728 -3.042 -2.534
H 4.591 -4.995 -2.309
H 5.339 -6.310 -1.376
H 6.104 -5.749 -2.880
C -1.759 -8.555 -2.421
O -2.902 -7.747 -2.271
C -2.672 -6.633 -1.421
C -3.625 -5.507 -1.754
O -3.261 -4.778 -2.913
C -3.523 -5.362 -4.175
C -4.974 -5.300 -4.592
O -5.739 -6.298 -3.936
C -7.110 -5.984 -3.895
H -1.448 -8.993 -1.465
H -2.014 -9.358 -3.111
H -0.922 -7.983 -2.839
H -1.643 -6.273 -1.528
H -2.831 -6.942 -0.379
H -3.572 -4.780 -0.940
H -4.655 -5.866 -1.811
H -3.149 -6.386 -4.231
H -2.958 -4.754 -4.884
H -5.038 -5.457 -5.678
H -5.370 -4.304 -4.359
H -7.284 -5.034 -3.377
H -7.612 -6.781 -3.350
H -7.537 -5.920 -4.904
*
```

Properties
LUMO level = 2.00 eV
HOMO-LUMO gap = 6.55 eV
energy above the lowest of the compared OMol25 structures with the same formula, charge and spin = 0.00 kcal/mol
DFT total energy = -86170.22793 eV
HOMO = -0.167 hartree